(1)
Below is a structure of composition C22H30Cl2N5O3SSbSe4V, with properties calculated with ωB97M-V with the def2-TZVPD basis set.

XYZ file:
```
69
Properties=species:S:1:pos:R:3:forces:R:3:lowdin_spin:R:1
V 0.45566 -0.66100 0.03366 -0.9 -1.7 -0.7 0.899
O 4.39152 0.66626 -1.73551 -0.1 0.0 0.0 0.000
C 4.65912 -0.43536 -2.45821 0.0 -0.1 0.0 0.001
C 5.84356 -0.45178 -3.19961 0.0 0.0 0.0 0.000
C 6.18132 -1.55343 -3.96078 0.0 0.0 0.0 0.001
C 5.34499 -2.66544 -3.99773 0.0 0.0 0.0 0.000
C 4.17105 -2.65166 -3.26604 0.0 0.0 0.0 0.001
C 3.80431 -1.55114 -2.49367 0.0 0.0 0.0 0.000
C 2.52404 -1.56619 -1.73473 0.0 0.1 0.1 0.008
O 2.19410 -0.47497 -1.07414 0.2 0.0 0.1 0.002
N 1.76891 -2.61382 -1.77486 -0.1 0.0 0.1 0.003
N 0.63896 -2.37685 -0.98131 0.6 1.2 0.5 0.029
C -0.51743 -2.34942 -1.68043 -0.5 0.0 -0.2 0.038
C -1.71449 -1.94673 -1.05973 0.5 -0.2 -0.4 0.021
C -3.00690 -2.04675 -1.64298 -0.3 0.0 0.2 0.014
C -4.08878 -1.68627 -0.88913 0.1 -0.1 -0.1 0.009
C -3.91210 -1.21831 0.43174 0.1 0.0 0.2 0.023
C -2.62833 -1.05392 0.89754 -0.2 -0.2 0.0 0.001
N -1.55642 -1.34436 0.15309 0.3 0.6 0.2 0.015
H 3.52780 0.48441 -1.27574 0.0 0.0 0.0 0.000
H 6.48329 0.42033 -3.15066 0.0 0.0 0.0 0.000
H 7.10603 -1.54861 -4.52654 0.0 0.0 0.0 0.000
H 5.60935 -3.53325 -4.58872 0.0 0.0 0.0 0.000
H 3.49988 -3.50032 -3.26992 0.0 0.0 0.0 0.000
H -0.50865 -2.61721 -2.73389 0.1 0.0 0.0 0.002
H -3.11531 -2.43285 -2.64872 0.0 0.0 0.0 0.000
H -5.08753 -1.76762 -1.30359 0.0 0.0 0.0 0.000
H -4.75229 -0.93009 1.04679 0.0 0.0 0.0 0.002
H -2.41363 -0.61938 1.86561 0.0 0.0 0.0 0.000
Se 2.07055 -1.30510 8.54779 -0.1 0.1 0.0 0.000
Sb 0.90296 0.14560 7.03660 0.0 0.0 -0.1 -0.001
Se 0.52207 -1.24871 2.42880 0.1 -0.3 0.1 -0.041
Se 1.34335 0.82398 1.86639 0.3 0.4 -0.1 -0.033
Se -1.09503 1.08721 8.01743 0.0 0.0 0.0 0.000
Cl -0.66010 -5.86206 4.29386 0.0 0.0 0.0 0.000
C -0.26350 -4.46600 3.26016 0.0 0.0 0.0 0.000
Cl -0.90504 -4.65774 1.62782 0.0 0.0 0.0 0.000
H 0.81369 -4.38136 3.19696 0.0 0.0 0.0 0.000
H -0.69948 -3.57888 3.70295 0.0 0.0 0.0 0.000
C -1.58465 1.66304 -0.59892 0.1 0.1 0.0 0.000
C -1.99083 2.96387 -1.33095 0.0 0.0 0.0 0.000
N -1.08829 3.24525 -2.45275 0.0 0.0 0.0 0.000
C -1.01658 2.06324 -3.30782 0.0 0.0 0.0 0.000
C -0.42042 0.85798 -2.53953 0.0 0.0 0.0 0.001
N -0.27106 1.19174 -1.10270 0.0 0.0 -0.1 0.000
C 0.69424 2.31612 -1.00641 0.0 0.0 0.0 0.002
C 0.24868 3.48714 -1.91214 0.0 0.0 0.0 0.001
H -2.31322 0.87701 -0.78256 0.0 0.0 0.0 0.000
H -1.51328 1.80362 0.47895 0.0 0.0 -0.1 0.000
H -1.96546 3.81866 -0.65248 0.0 0.0 0.0 0.000
H -3.00823 2.88394 -1.72088 0.0 0.0 0.0 0.000
H -0.40642 2.30761 -4.18106 0.0 0.0 0.0 0.000
H -2.02551 1.83701 -3.66176 0.0 0.0 0.0 0.000
H 0.56417 0.57405 -2.91347 0.0 0.0 0.0 0.000
H -1.07256 -0.00978 -2.61577 0.0 0.0 0.0 0.001
H 1.67666 1.93498 -1.27992 0.0 0.0 0.0 0.000
H 0.72776 2.61944 0.03674 0.0 0.0 0.0 0.000
H 0.93507 3.62694 -2.75116 0.0 0.0 0.0 0.000
H 0.22545 4.42050 -1.34546 0.0 0.0 0.0 0.000
C -3.47027 1.79230 4.77473 0.0 0.0 0.0 0.000
S -2.19783 1.57841 3.52873 0.1 0.1 -0.1 0.000
C -1.09370 2.82256 4.18703 0.0 0.0 0.1 0.000
O -2.75246 2.14476 2.25119 -0.1 0.0 0.2 0.000
H -3.04183 1.54701 5.74934 0.0 0.0 0.0 0.000
H -4.28511 1.11265 4.53033 0.0 0.0 0.0 0.000
H -3.81883 2.82613 4.73722 0.0 0.0 0.0 0.000
H -0.87961 2.58140 5.22963 0.1 0.0 0.0 0.000
H -1.59757 3.78802 4.10791 0.0 0.0 0.0 0.000
H -0.18979 2.79320 3.58341 0.0 0.0 0.0 -0.001
```
Positions in Å, forces in eV/Å.

- total charge = -2
- 2S+1 = 2
- HOMO energy (spin up / spin down) (eV) = -1.474 / -1.483
- frontier orbital gap (spin up / spin down) (eV) = 5.379 / 5.386

---

(2)
Below is an isolated molecule of C4H8O3, with properties calculated with ωB97M-V with the def2-TZVPD basis set.

XYZ file:
```
15
Properties=species:S:1:pos:R:3:forces:R:3:mulliken_charge:R:1
C -0.18321 -0.10089 -0.39329 -2.5 3.4 -4.0 0.439
C -1.22422 -0.02665 0.71377 0.2 0.0 -0.2 -1.141
C 1.66349 -1.08462 0.68250 1.2 2.4 -0.5 -1.176
C 1.12236 0.40681 -0.02238 0.7 -5.3 3.2 0.364
O -0.46908 0.89825 -1.65199 -0.2 -1.0 1.3 -0.307
O -1.79522 1.45713 -1.63951 -0.3 -0.4 0.3 -0.361
O 1.70856 1.41821 0.07728 0.2 0.9 -0.6 -0.465
H -1.67788 2.25137 -2.17646 0.3 0.0 0.1 0.303
H -0.18498 -1.03441 -0.95718 0.3 0.0 0.5 0.226
H -1.05323 0.82164 1.37235 0.0 0.1 -0.1 0.331
H -1.21616 -0.94248 1.30018 0.1 0.0 0.0 0.339
H -2.20810 0.05819 0.26003 0.0 0.1 -0.1 0.393
H 2.29375 -1.49705 -0.10313 0.3 -0.1 0.1 0.336
H 0.96775 -1.85508 1.00002 -0.5 0.3 -0.2 0.376
H 2.25616 -0.77043 1.53782 0.3 -0.2 0.0 0.343
```
Positions in Å, forces in eV/Å.

- 2S+1 = 1
- HOMO energy (eV) = -9.187
- frontier orbital gap (eV) = 9.999

---

(3)
Below is an isolated molecule of C9H9ClN4, with properties calculated with ωB97M-V with the def2-TZVPD basis set.

XYZ file:
```
23
Properties=species:S:1:pos:R:3:forces:R:3:mulliken_charge:R:1
C 1.73971 2.03456 -0.95087 -1.4 -2.3 -1.9 0.491
C 2.98718 2.53289 0.66211 -0.8 1.1 -0.5 -0.589
C 2.86654 1.19801 0.71543 0.8 0.1 0.3 -0.259
C 1.69590 -0.47381 -0.72370 -0.9 -0.2 -1.2 -1.248
C 0.27305 -0.78692 -0.17631 1.7 0.9 0.1 0.591
C -0.21338 -0.30660 1.04966 -1.0 0.0 1.0 -0.036
C -1.48506 -0.74538 1.48639 1.0 -0.3 -2.9 -0.641
C -2.21228 -1.50692 0.52237 -0.2 0.1 2.4 0.282
C -0.51753 -1.59336 -0.92461 -0.5 -0.2 0.2 -0.412
H 0.57026 2.98419 -2.33952 1.2 -3.3 0.5 0.338
H 0.26473 1.23367 -2.01508 0.9 1.6 -0.7 0.259
H 3.62398 3.18497 1.20528 0.1 0.3 0.6 0.456
H 3.30903 0.48027 1.37198 0.1 -0.3 0.1 0.424
H 2.40535 -1.25086 -0.34482 -0.4 0.8 -0.4 0.331
H 1.70972 -0.45979 -1.88125 -0.1 -0.6 1.8 0.466
H 0.30506 0.43622 1.69887 0.0 -0.8 -0.7 0.355
H -1.90257 -0.49884 2.42025 -0.4 0.4 0.8 0.459
H -0.23179 -1.95961 -1.86604 0.8 -0.4 -1.1 0.473
N 1.02140 1.96849 -2.16715 -2.4 1.7 0.6 -0.594
N 2.17559 3.06275 -0.37137 2.0 1.1 1.5 -0.674
N 2.09442 0.84724 -0.35285 0.1 0.1 0.0 0.262
N -1.73669 -1.95995 -0.58333 -1.0 -0.2 -0.5 -0.541
Cl -3.86715 -1.98205 0.94767 0.5 0.2 -0.2 -0.194
```
Positions in Å, forces in eV/Å.

- 2S+1 = 1
- HOMO energy (eV) = -8.408
- frontier orbital gap (eV) = 8.772

---

(4)
Below is an isolated molecule of C3H3N3OS, with properties calculated with ωB97M-V with the def2-TZVPD basis set.

XYZ file:
```
11
Properties=species:S:1:pos:R:3:forces:R:3:mulliken_charge:R:1
C -1.69966 -1.24220 -0.01657 0.0 0.4 0.0 -0.126
C -0.71565 -0.26110 0.01966 -1.0 -0.5 -0.1 0.451
C 2.65177 0.68878 -0.00767 -0.8 -0.9 0.1 -0.240
N -1.24544 0.98707 0.02993 1.1 0.8 0.1 -0.087
N -2.49590 1.03156 0.01127 -1.5 0.7 -0.1 -0.415
N 0.61228 -0.55040 0.06672 2.4 -0.5 0.1 -0.760
O 1.36910 0.56847 -0.05255 -0.9 0.7 -0.1 0.069
S -3.21237 -0.46625 -0.02670 0.8 -0.4 0.0 0.114
H -1.57643 -2.30437 -0.03230 0.1 -0.2 0.0 0.394
H 2.99669 1.69391 -0.16191 -0.1 0.2 0.0 0.287
H 3.31560 -0.14547 0.17010 -0.2 -0.2 0.0 0.314
```
Positions in Å, forces in eV/Å.

- 2S+1 = 1
- HOMO energy (spin up / spin down) (eV) = -8.146 / -7.859
- frontier orbital gap (spin up / spin down) (eV) = 7.998 / 7.040

---

It is found that the energy above the lowest of the compared OMol25 structures with the same formula, charge and spin values, taken in the order of the records, are 0.059 5.679 0.000 6.140 eV.
It is found that the max |F| values, taken in the order of the records, are 0.040 0.122 0.069 0.048 Eh/bohr.